(1)
Below is a structure of composition C55H49AuN6P2, with properties calculated with ωB97M-V/def2-TZVPD.

Calculated values
* max |F|: 1.39 eV Å⁻¹
* lowest unoccupied orbital energy: -0.25597 hartree
* HOMO: -12.57 eV
* Kohn-Sham gap: 5.6 eV
* ΔE to the lowest compared entry with this formula, charge and spin: 75.9 kJ/mol

Geometry as ORCA input:
```
! RIJCOSX wB97M-V def2-TZVPD def2/J DEFGRID3
* xyz 2 1
Au 0.689 0.367 -0.262
C 3.867 0.205 1.864
N 3.137 0.134 0.602
C 3.839 -0.019 -0.464
C 3.252 -0.061 -1.754
C 3.854 -0.205 -3.009
C 2.838 -0.131 -3.958
C 1.645 0.042 -3.252
N 1.898 0.080 -1.936
C 3.527 -0.882 2.865
C 4.551 -1.572 3.502
C 4.264 -2.531 4.465
C 2.948 -2.807 4.798
C 1.920 -2.146 4.141
C 2.213 -1.197 3.175
H 3.639 1.174 2.327
H 4.947 0.164 1.689
H 4.926 -0.120 -0.415
H 4.910 -0.333 -3.184
H 2.931 -0.199 -5.029
H 0.639 0.120 -3.638
H 5.583 -1.357 3.250
H 5.069 -3.061 4.957
H 2.722 -3.538 5.563
H 0.892 -2.369 4.402
H 1.426 -0.690 2.641
C -2.368 -0.332 1.580
N -2.252 -1.651 0.994
C -0.999 -2.354 1.092
P 0.116 -2.031 -0.364
C 1.392 -3.305 -0.197
C 2.553 -3.040 0.526
C 3.527 -4.016 0.651
C 3.344 -5.255 0.054
C 2.186 -5.523 -0.665
C 1.207 -4.555 -0.797
C -0.721 -2.494 -1.886
C -2.080 -2.782 -1.980
C -2.608 -3.196 -3.193
C -1.794 -3.313 -4.310
C -0.438 -3.016 -4.220
C 0.100 -2.603 -3.017
C -3.447 -2.419 1.223
C -4.558 -2.206 0.413
C -5.714 -2.944 0.612
C -5.780 -3.877 1.638
C -4.683 -4.070 2.464
C -3.516 -3.351 2.254
P -0.992 0.876 1.317
C -0.319 1.312 2.938
C -0.651 0.727 4.154
C 0.001 1.132 5.310
C 0.979 2.112 5.261
C 1.305 2.709 4.049
C 0.663 2.307 2.894
C -1.944 2.352 0.867
C -2.334 2.510 -0.463
C -3.059 3.625 -0.845
C -3.406 4.582 0.099
C -3.054 4.407 1.430
C -2.321 3.296 1.820
H -2.532 -0.377 2.668
H -3.249 0.144 1.151
H -1.170 -3.430 1.102
H -0.407 -2.081 1.978
H 2.682 -2.071 0.978
H 4.429 -3.814 1.213
H 4.108 -6.015 0.154
H 2.047 -6.488 -1.132
H 0.311 -4.771 -1.361
H -2.718 -2.705 -1.115
H -3.660 -3.437 -3.263
H -2.215 -3.630 -5.255
H 0.194 -3.114 -5.091
H 1.157 -2.382 -2.937
H -4.512 -1.474 -0.385
H -6.566 -2.796 -0.039
H -6.685 -4.446 1.799
H -4.736 -4.776 3.282
H -2.665 -3.502 2.908
H -1.400 -0.050 4.223
H -0.258 0.674 6.255
H 1.488 2.413 6.167
H 2.053 3.489 4.008
H 0.911 2.763 1.943
H -2.069 1.749 -1.192
H -3.355 3.754 -1.878
H -3.955 5.465 -0.200
H -3.351 5.137 2.170
H -2.050 3.165 2.858
C 2.520 4.454 -0.272
C 2.194 3.119 -0.141
N 1.125 2.594 -0.751
C 0.368 3.360 -1.528
C 0.610 4.717 -1.718
C 1.712 5.262 -1.056
C -0.289 5.597 -2.468
C -1.143 5.321 -3.457
C -1.305 4.082 -4.228
C -2.513 3.810 -4.873
C -2.572 2.654 -5.637
N -1.519 1.862 -5.787
C -0.407 2.205 -5.154
N -0.265 3.257 -4.364
H 3.380 4.854 0.244
H 2.790 2.438 0.451
H -0.470 2.884 -2.008
H 1.939 6.314 -1.167
H -0.265 6.627 -2.127
H -1.791 6.125 -3.790
H -3.365 4.468 -4.772
H -3.478 2.354 -6.150
H 0.462 1.572 -5.296
*
```

These are the Löwdin partial charges, in e, on atoms 1 to 2: Au 0.946; C -0.168

(2)
Below is a structure of composition C36H46CrIN7O4PSi, with properties calculated with ωB97M-V/def2-TZVPD.

Calculated values
* max |F|: 0.45 eV Å⁻¹
* lowest unoccupied orbital energy (alpha / beta): -0.19907 / -0.16610 hartree
* HOMO (alpha / beta): -12.18 / -12.21 eV
* Kohn-Sham gap (alpha / beta): 6.8 / 7.7 eV
* ΔE to the lowest compared entry with this formula, charge and spin: 135.2 kJ/mol

Geometry as ORCA input:
```
! RIJCOSX wB97M-V def2-TZVPD def2/J DEFGRID3
* xyz 2 4
Cr -0.348 0.760 -0.335
I 0.761 3.555 1.121
C -0.567 3.542 2.743
C -1.122 4.773 2.978
C -1.944 5.005 4.093
C -2.142 3.995 4.982
C -1.577 2.715 4.767
C -1.798 1.726 5.755
C -1.290 0.476 5.616
C -0.596 0.156 4.438
C -0.367 1.065 3.429
P 0.450 0.348 1.956
C 0.044 -1.429 2.058
C 1.033 -2.409 2.048
C 0.679 -3.755 2.059
C -0.657 -4.126 2.086
C -1.650 -3.150 2.083
C -1.302 -1.808 2.058
C 2.237 0.446 2.260
C 2.732 0.204 3.541
C 4.095 0.268 3.787
C 4.971 0.582 2.758
C 4.482 0.831 1.483
C 3.121 0.762 1.232
C -0.807 2.426 3.598
H -0.906 5.593 2.307
H -2.374 5.984 4.250
H -2.732 4.150 5.875
H -2.375 1.998 6.631
H -1.433 -0.278 6.378
H -0.254 -0.863 4.327
H 2.078 -2.126 2.043
H 1.453 -4.511 2.069
H -0.928 -5.173 2.118
H -2.693 -3.436 2.109
H -2.076 -1.049 2.061
H 2.057 -0.023 4.356
H 4.470 0.082 4.784
H 6.033 0.643 2.953
H 5.166 1.090 0.686
H 2.747 0.956 0.236
N -0.828 -2.485 -1.147
C 0.415 -2.534 -1.939
C 0.897 -3.980 -2.188
C 1.529 -4.336 -3.553
C 3.036 -4.576 -3.522
N 3.781 -3.401 -3.097
C 4.404 -2.522 -3.854
N 4.787 -1.368 -3.293
N 4.679 -2.747 -5.148
C 1.441 -1.593 -1.275
O 2.639 -1.867 -1.238
O 0.987 -0.507 -0.776
H -0.632 -2.621 -0.159
H -1.406 -3.277 -1.414
H 0.180 -2.068 -2.907
H -0.006 -4.588 -2.106
H 1.538 -4.313 -1.367
H 1.258 -3.607 -4.322
H 1.099 -5.285 -3.880
H 3.403 -4.939 -4.480
H 3.253 -5.367 -2.803
H 3.492 -3.038 -2.181
H 4.403 -1.125 -2.389
H 5.199 -0.640 -3.848
H 4.566 -3.671 -5.525
H 5.353 -2.164 -5.617
C -0.175 4.040 -3.978
N -0.811 2.739 -3.736
C -1.822 2.294 -4.534
C -2.467 1.131 -4.306
C -2.061 0.370 -3.167
N -1.096 0.838 -2.377
C -0.455 1.997 -2.639
O 0.420 2.352 -1.833
N -2.601 -0.797 -2.848
H 0.027 4.146 -5.041
H 0.754 4.075 -3.421
H -0.827 4.844 -3.642
H -2.068 2.934 -5.370
H -3.256 0.793 -4.960
H -3.364 -1.173 -3.384
H -2.181 -1.335 -2.082
C -3.257 3.701 -0.075
Si -3.448 1.908 0.395
C -4.107 1.688 2.116
C -4.567 1.047 -0.826
O -1.918 1.238 0.295
H -4.231 4.144 -0.296
H -2.630 3.809 -0.965
H -2.799 4.281 0.728
H -5.076 2.182 2.217
H -3.435 2.122 2.857
H -4.250 0.633 2.360
H -5.591 1.411 -0.709
H -4.582 -0.033 -0.670
H -4.271 1.246 -1.859
*
```

These are the Löwdin partial charges, in e, on atoms 1 to 2: Cr 0.726; I 1.190

Which of these has the highest ΔE to the lowest compared entry with this formula, charge and spin?
C36H46CrIN7O4PSi